1.
26
Properties=species:S:1:pos:R:3:forces:R:3 method="wB97M-V/def2-TZVPD" e_tot_ha=-637.57463 homo_ev=-13.15 de_lowest_kcal_mol=3.8 smiles=CC[N@@+]1(C)CCN(C)[SiH2]1 largest_force_ev_per_a=3.2 total_charge=+1 gap_ev=9.32
C 1.32703 1.24134 0.21248 -0.16 -0.10 -0.08
C -0.15480 0.98588 0.49707 0.42 0.50 0.31
C -3.03496 -0.06038 0.51440 0.24 -0.12 -0.08
C 3.50183 0.16433 0.10097 0.19 0.00 0.01
C -0.83131 -0.06353 -1.57007 -0.09 0.05 -0.61
C -1.74400 -0.87445 0.53661 -0.73 -0.21 0.40
N 2.06229 -0.01518 0.12091 -0.27 -0.47 0.14
N -0.60308 -0.25190 -0.14395 2.03 -1.59 0.40
Si 1.26345 -1.51006 0.12820 -2.00 2.50 -0.44
H 1.45784 1.79584 -0.72389 0.01 0.02 0.05
H 1.74201 1.85410 1.01867 -0.07 0.03 -0.06
H -0.30583 0.88763 1.57324 -0.04 -0.06 -0.04
H -0.73866 1.83961 0.14277 -0.07 -0.09 0.08
H -3.47784 -0.02843 -0.47687 -0.06 0.04 -0.07
H -3.74724 -0.53365 1.18339 -0.10 -0.04 0.03
H -2.87932 0.95448 0.86762 0.00 0.14 0.05
H 3.98923 -0.75625 -0.20649 0.20 -0.07 -0.03
H 3.76648 0.94856 -0.60893 0.07 -0.04 -0.08
H 3.87356 0.45357 1.08541 0.08 -0.01 0.01
H -1.12455 -1.00726 -2.02280 0.00 -0.04 -0.04
H -1.62136 0.67005 -1.73997 0.02 0.00 0.02
H 0.07916 0.29094 -2.04754 0.05 0.00 -0.02
H -1.92352 -1.84676 0.07016 0.10 0.03 0.05
H -1.44890 -1.04598 1.57438 0.05 -0.06 -0.08
H 1.31660 -2.30881 -1.09219 0.13 -0.24 0.00
H 0.97056 -2.21114 1.37564 0.01 -0.18 0.07

=====

2.
26
Properties=species:S:1:pos:R:3:forces:R:3 method="wB97M-V/def2-TZVPD" e_tot_ha=-402.90409 homo_ev="-5.52 / -5.52" de_lowest_kcal_mol=106.7 largest_force_ev_per_a=0.6 gap_ev="6.49 / 6.49"
C -1.63071 -0.37368 0.37251 0.45 0.42 -0.02
C -0.32207 1.71895 1.75131 -0.01 -0.07 -0.11
C -2.05256 -0.98395 -0.93135 -0.01 -0.01 -0.07
N -0.38863 1.21325 0.37361 -0.23 -0.51 -0.04
H -0.80509 1.91117 -0.23883 0.04 -0.04 0.02
H -2.37875 0.33038 0.74374 0.02 0.02 0.00
H -1.32843 -1.05080 1.15549 0.05 -0.01 0.01
H -1.33792 1.88842 2.11597 0.03 -0.01 -0.02
H 0.23384 2.65791 1.81978 -0.03 -0.06 -0.03
H 0.16155 0.95705 2.35871 -0.01 0.03 -0.01
H -3.11388 -1.27695 -0.89154 0.10 0.06 0.05
H -1.44467 -1.85145 -1.17936 0.00 0.03 0.03
H -1.96874 -0.27564 -1.75901 0.00 -0.02 0.05
C 0.92524 1.01192 -1.69731 -0.02 -0.02 0.15
C 0.85348 -0.82276 0.05595 -0.49 0.12 -0.10
N 1.60503 -1.61262 -0.89620 0.13 -0.01 0.00
N 1.16116 -1.08480 1.45042 0.10 0.02 0.00
C 0.86226 0.66051 -0.21569 0.08 -0.05 0.05
H 1.04414 -2.30368 -1.37881 0.04 0.02 0.08
H 2.40049 -2.09177 -0.47830 -0.07 0.05 -0.02
H 2.16925 -1.06676 1.65100 -0.10 -0.02 -0.05
H 0.83201 -2.00438 1.72636 0.02 0.04 -0.02
H 1.68933 1.17593 0.30512 -0.03 0.04 0.02
H 1.85294 0.63746 -2.12437 -0.03 0.01 0.02
H 0.10612 0.54105 -2.24254 -0.01 -0.01 0.01
H 0.87462 2.09523 -1.84668 0.00 -0.03 0.01

=====

3.
27
Properties=species:S:1:pos:R:3:forces:R:3 method="wB97M-V/def2-TZVPD" e_tot_ha=-457.46988 homo_ev=-12.04 de_lowest_kcal_mol=37.5 largest_force_ev_per_a=4.7 total_charge=+1 gap_ev=7.80
C -1.96350 -0.79231 -0.94875 -2.40 3.41 0.85
C 2.68916 -1.76802 -1.82431 -1.55 -1.90 2.28
C -0.29200 2.89359 0.69763 -0.42 -4.53 -1.34
C -0.02916 -0.09040 2.82072 0.60 2.86 -0.23
C 1.72346 -0.62809 -1.37869 0.77 -2.01 2.48
C 0.31452 -0.99656 -1.48254 -0.22 2.74 -1.27
N -2.85166 -0.53786 0.18972 0.36 -0.09 -2.17
N -0.00948 1.96620 1.80708 0.82 1.52 0.09
N -0.25897 0.65590 1.77244 0.28 0.09 2.04
N -0.55517 -0.55602 -0.64136 0.86 -2.65 -1.34
H -2.17653 -1.75839 -1.24764 0.19 -2.18 -0.53
H 2.57842 -2.04045 -2.90686 1.00 0.67 0.97
H 3.64873 -1.57510 -1.25752 -0.61 -0.35 -1.77
H 2.26259 -2.72999 -1.26723 1.00 1.73 -1.11
H 0.55345 3.51759 0.56215 0.86 0.43 -0.63
H -0.48728 2.09528 -0.20327 0.32 2.73 1.67
H -1.12988 3.49286 0.94923 -1.06 0.43 -0.21
H -2.24824 -0.15637 -1.86421 0.48 -0.49 1.50
H -0.46797 -1.02842 2.81899 -0.30 -1.89 -0.21
H 0.44719 0.28174 3.76493 -0.55 -0.17 -0.96
H 1.79375 0.21433 -2.02266 0.40 1.16 -0.32
H 1.89221 -0.42490 -0.26605 0.23 0.33 -1.60
H 0.02697 -1.16682 -2.54037 -0.57 -0.87 0.85
H -2.65402 0.20858 0.79500 0.51 1.53 0.29
H -2.98127 -1.30726 0.77902 -0.20 -1.62 0.58
H 0.43865 2.48282 2.57327 -0.27 -1.33 0.18
H -0.26396 -0.25193 0.32129 -0.50 0.46 -0.07

=====

4.
25
Properties=species:S:1:pos:R:3:forces:R:3 method="wB97M-V/def2-TZVPD" e_tot_ha=-368.80085 homo_ev=-9.59 de_lowest_kcal_mol=0.0 smiles=CC(C)(N)O.CCC largest_force_ev_per_a=0.6 gap_ev=10.45
C -0.43559 0.62640 1.52888 -0.38 0.16 0.42
C -0.44200 0.61770 3.05923 0.10 0.15 -0.34
C -0.55848 2.04421 0.97571 0.12 -0.42 0.12
N -1.57504 -0.14664 1.08595 -0.23 0.03 -0.03
O 0.80950 0.12363 1.04905 0.37 0.05 -0.08
H 1.01375 -0.70608 1.49487 -0.06 0.05 0.03
H -1.45315 -1.13556 1.27022 -0.03 0.03 0.00
H -1.76084 -0.02038 0.09915 0.06 -0.08 0.05
H 0.40679 1.17976 3.43989 0.09 0.02 0.06
H -0.38441 -0.40518 3.42889 0.00 -0.13 0.07
H -1.36354 1.06268 3.42068 -0.08 0.01 0.08
H -0.43320 2.02302 -0.10486 -0.01 0.02 -0.12
H -1.53492 2.44853 1.22164 -0.08 0.07 0.02
H 0.21880 2.67200 1.39899 0.08 0.10 0.02
C 0.10433 -0.83652 -1.93494 0.11 0.03 -0.09
C 0.96313 0.18756 -2.66259 -0.19 -0.13 0.04
C 0.82663 -2.16227 -1.73806 -0.22 0.19 -0.01
H -0.82489 -1.00169 -2.48624 -0.05 0.00 0.00
H -0.14008 -0.42777 -0.95827 -0.05 -0.09 -0.12
H 0.41413 1.11646 -2.80265 0.02 0.13 -0.06
H 1.73897 -2.00854 -1.16684 0.15 -0.04 0.08
H 1.26553 -0.18251 -3.64014 0.08 0.01 -0.13
H 1.85614 0.40296 -2.08103 0.14 0.06 0.03
H 1.09213 -2.60297 -2.69642 0.07 -0.10 -0.09
H 0.19633 -2.86881 -1.20110 0.01 -0.13 0.05

=====

5.
25
Properties=species:S:1:pos:R:3:forces:R:3 method="wB97M-V/def2-TZVPD" e_tot_ha=-368.77576 homo_ev=-9.23 de_lowest_kcal_mol=15.7 smiles=CN[C@@H](C)C(C)C.O largest_force_ev_per_a=1.3 gap_ev=10.11
C -2.09378 -1.42155 -0.06956 -0.31 0.59 0.62
N -0.66465 -1.14719 -0.20170 0.15 0.39 -0.32
C -0.25818 0.12955 0.39524 -0.56 0.05 0.15
C 1.17779 0.50508 0.04064 0.95 0.21 0.00
C 1.41645 2.01195 0.37072 0.25 -1.28 -0.31
C 2.26354 -0.40885 0.63378 0.26 0.66 1.05
C -0.57385 0.17486 1.91028 0.00 -0.78 0.03
H -2.50167 -1.77703 -1.01187 -0.12 -0.38 0.15
H -2.63966 -0.50598 0.18856 0.23 0.20 -0.44
H -2.36600 -2.02841 0.80061 0.20 -0.57 -0.35
H -0.10569 -1.88522 0.18811 0.07 -0.38 0.06
H -0.89608 0.84296 -0.14029 0.08 0.29 0.30
H 1.28498 0.37672 -1.04072 -0.32 0.18 -0.02
H 1.09206 2.23782 1.37878 -0.68 0.25 0.01
H 2.46927 2.29171 0.42250 0.11 -0.19 -0.60
H 0.90514 2.53201 -0.43346 -0.07 0.75 0.40
H 3.11730 -0.53894 -0.03140 -0.39 -0.49 -0.37
H 1.85492 -1.33948 1.03056 0.27 -0.24 -0.36
H 2.77427 0.06499 1.48335 -0.45 0.05 0.21
H -0.58443 -0.85252 2.29589 0.17 0.03 -0.07
H 0.17117 0.69433 2.49778 0.08 0.34 0.05
H -1.56556 0.54646 2.16497 0.05 0.31 -0.20
H -1.24708 0.92552 -2.31589 0.13 -0.44 -0.56
H -0.72572 -0.48328 -2.22642 0.20 -0.46 0.41
O -0.99447 0.16945 -2.87905 -0.31 0.88 0.16

=====

6.
25
Properties=species:S:1:pos:R:3:forces:R:3 method="wB97M-V/def2-TZVPD" e_tot_ha=-368.73974 homo_ev=-8.26 de_lowest_kcal_mol=38.3 smiles=CCNCC(C)C.O largest_force_ev_per_a=3.2 gap_ev=9.21
C -0.79815 -1.01132 1.72343 -0.28 -1.92 0.85
N -0.75888 -1.15683 0.27765 -0.40 0.16 -0.44
C -0.51436 0.03542 -0.57703 0.85 -0.46 3.10
C 1.03685 0.34379 -0.75467 -0.36 -0.84 -0.33
C 1.46495 1.69642 -0.19348 0.10 0.47 -1.21
C 1.42117 0.21323 -2.26904 -0.51 0.09 0.56
C 0.52218 -0.70711 2.44809 -1.00 0.74 -0.41
H -1.12841 -1.97951 2.20885 -0.16 0.77 -0.93
H -1.58778 -0.29245 1.96555 0.26 0.19 0.00
H -0.35995 -2.00622 -0.08362 0.22 -0.11 0.22
H -0.99412 -0.17339 -1.51973 -0.23 0.45 -0.29
H -1.02220 0.78707 0.08764 0.33 0.06 -1.51
H 1.47082 -0.53770 -0.23714 0.26 0.84 -0.11
H 1.26638 1.87111 0.88371 0.02 0.04 -0.82
H 2.51473 1.93799 -0.46232 -0.31 -0.48 0.62
H 0.93955 2.39217 -0.88391 -0.13 0.18 1.00
H 2.11680 0.94851 -2.70828 -0.65 0.20 0.41
H 0.46424 0.13507 -2.81823 0.83 0.22 -0.29
H 1.96338 -0.70414 -2.36296 0.11 -0.82 -0.38
H 1.16412 -1.57415 2.49561 0.56 -0.03 -0.76
H 0.37240 -0.48672 3.49976 -0.35 0.44 0.16
H 0.85618 0.17814 1.90793 1.07 -0.24 0.53
H -3.79514 -0.43181 -0.25148 0.40 -0.50 -0.81
H -3.12390 0.19729 -1.62245 -0.10 -1.00 -0.03
O -3.49086 0.32513 -0.75386 -0.55 1.55 0.86